Entry i
# C2H4N2OS

A single C2H4N2OS molecule (wB97M-V/def2-TZVPD, OMol25).

```
! RIJCOSX wB97M-V def2-TZVPD def2/J DEFGRID3
* xyz 0 1
N -1.174 -0.772 0.124
C -0.072 0.040 -0.152
C -0.199 1.107 -1.104
S -0.903 0.748 -2.561
N 0.911 0.303 0.511
O 1.293 -0.652 1.649
H -1.738 -1.137 -0.675
H -0.730 -1.641 0.647
H 0.606 2.026 -0.708
H 2.005 -0.021 2.269
*
```

Its SMILES is N/C(C=S)=N\O. The calculation puts the highest occupied orbital energy at -9.20 eV.


Entry ii
# C2H4N2OS

A single C2H4N2OS molecule (wB97M-V/def2-TZVPD, OMol25).

```
! RIJCOSX wB97M-V def2-TZVPD def2/J DEFGRID3
* xyz 0 1
N -0.011 0.730 -1.486
C -0.575 1.079 -0.350
O -1.098 2.168 -0.151
C -0.255 0.200 0.815
N 0.412 -0.902 0.683
S 0.758 -2.107 1.788
H -0.182 1.258 -2.321
H 0.308 -0.175 -1.576
H -0.594 0.667 1.769
H 1.238 -2.918 0.829
*
```

Its SMILES is NC(=O)/C=N/S. The calculation puts the highest occupied orbital energy at -9.50 eV.


Q: Which of them is the least stable? A: entry i.


Entry i
# C2H4N2OS

A single C2H4N2OS molecule (wB97M-V/def2-TZVPD, OMol25).

```
! RIJCOSX wB97M-V def2-TZVPD def2/J DEFGRID3
* xyz 0 1
C 0.684 -1.721 -1.013
N 0.053 -0.903 -0.181
S 1.078 0.189 0.461
C 0.173 1.606 0.835
N -1.131 1.769 0.770
O -1.975 0.872 0.277
H 0.267 -2.416 -1.812
H 1.687 -1.629 -1.184
H 0.735 2.338 1.380
H -1.570 -0.103 0.467
*
```

Its SMILES is C=NS/C=N\O. The calculation puts the highest occupied orbital energy at -8.48 eV.


Entry ii
# C2H4N2OS

A single C2H4N2OS molecule (wB97M-V/def2-TZVPD, OMol25).

```
! RIJCOSX wB97M-V def2-TZVPD def2/J DEFGRID3
* xyz 0 1
C -2.568 0.275 0.166
N -1.321 0.429 -0.026
S -0.301 -0.918 -0.126
C 1.248 0.064 0.030
N 1.114 1.425 -0.068
O 2.284 -0.571 0.184
H -3.194 1.163 0.160
H -3.091 -0.667 0.188
H 1.980 1.969 -0.101
H 0.219 1.789 -0.222
*
```

Its SMILES is C=NSC(N)=O. The calculation puts the highest occupied orbital energy at -9.38 eV.


Entry iii
# C2H4N2OS

A single C2H4N2OS molecule (wB97M-V/def2-TZVPD, OMol25).

```
! RIJCOSX wB97M-V def2-TZVPD def2/J DEFGRID3
* xyz 0 1
H 1.636 1.505 -0.545
N 1.813 0.538 -0.354
C 0.732 -0.053 -0.098
N 0.574 -1.350 0.100
C -0.545 0.748 0.017
O -0.551 1.938 0.137
S -2.006 -0.265 -0.266
H -0.253 -1.816 0.453
H 1.403 -1.891 0.218
H -2.802 0.645 0.337
*
```

Its SMILES is [H]/N=C(/N)C(=O)S. The calculation puts the highest occupied orbital energy at -9.79 eV.


Entry iv
# C2H4N2OS

A single C2H4N2OS molecule (wB97M-V/def2-TZVPD, OMol25).

```
! RIJCOSX wB97M-V def2-TZVPD def2/J DEFGRID3
* xyz 0 1
N -0.791 -1.738 -0.645
N -0.274 -0.469 -0.145
C -1.149 0.626 -0.189
O -2.259 0.499 -0.651
C 0.999 -0.511 0.255
S 1.794 0.894 0.689
H -1.411 -2.015 0.157
H -1.425 -1.414 -1.520
H -0.776 1.510 0.369
H 1.329 -1.605 0.316
*
```

Its SMILES is NN(C=O)C=S. The calculation puts the highest occupied orbital energy at -8.99 eV.


Q: Which of them is the least stable? A: entry i.


Entry i
# C2H4N2OS

A single C2H4N2OS molecule (wB97M-V/def2-TZVPD, OMol25).

```
! RIJCOSX wB97M-V def2-TZVPD def2/J DEFGRID3
* xyz 0 1
N 2.357 -1.541 -0.330
C 1.327 -1.015 -0.288
C -0.203 -0.062 -0.008
N 0.227 1.253 -0.384
O -1.207 -0.432 -0.902
S -0.580 -0.305 1.724
H 1.041 1.558 0.128
H -0.658 1.895 -0.223
H -1.392 0.337 -1.491
H -0.913 -1.688 1.773
*
```

Its SMILES is N#C[C@@](N)(O)S. The calculation puts the highest occupied orbital energy at -10.15 eV.


Entry ii
# C2H4N2OS

A single C2H4N2OS molecule (wB97M-V/def2-TZVPD, OMol25).

```
! RIJCOSX wB97M-V def2-TZVPD def2/J DEFGRID3
* xyz 0 1
H 2.394 1.025 0.168
N 2.099 -0.052 0.011
C 1.030 -0.617 -0.216
N -0.161 0.131 0.159
S -0.027 1.733 -0.164
C -1.317 -0.522 -0.105
O -2.456 0.087 -0.078
H 0.949 -1.765 -0.236
H -1.464 1.623 0.638
H -1.046 -1.644 -0.175
*
```

Its SMILES is [H]/N=C\N(S)C=O. The calculation puts the highest occupied orbital energy at -9.09 eV.


Entry iii
# C2H4N2OS

A single C2H4N2OS molecule (wB97M-V/def2-TZVPD, OMol25).

```
! RIJCOSX wB97M-V def2-TZVPD def2/J DEFGRID3
* xyz 0 1
N 1.387 0.921 0.029
C 1.214 -0.355 -0.066
O 2.108 -1.213 -0.140
C -0.235 -0.806 0.240
N -1.151 0.112 0.370
S -2.822 -0.383 -0.160
H 2.345 1.347 -0.277
H 0.659 1.499 -0.453
H -0.312 -1.982 0.391
H -3.193 0.860 0.065
*
```

Its SMILES is NC(=O)/C=N/S. The calculation puts the highest occupied orbital energy at -9.29 eV.


Q: Which of them is the least stable? A: entry ii.


Entry i
# C7H8N2OS

A single C7H8N2OS molecule (wB97M-V/def2-TZVPD, OMol25).

```
! RIJCOSX wB97M-V def2-TZVPD def2/J DEFGRID3
* xyz 0 1
C 2.210 -0.168 -0.128
C 0.768 -0.044 -0.416
C 0.047 -0.922 -1.120
O -1.299 -0.867 -1.277
C -2.143 -0.084 -0.486
C -3.627 -0.010 -0.817
N -4.318 -0.219 0.217
C -3.389 -0.707 1.183
N -2.153 -0.601 0.856
S -1.509 1.707 -0.390
C 0.069 1.073 0.300
H 2.412 -0.437 0.876
H 2.641 0.796 -0.098
H 2.593 -1.011 -0.684
H 0.208 -1.845 -1.748
H -3.979 0.279 -1.719
H -3.871 -1.086 2.105
H -0.066 0.802 1.383
H 0.520 2.041 0.490
*
```

Its SMILES is CC1=CO[C@]2(C=NC=N2)SC1. The calculation puts the highest occupied orbital energy at -8.70 eV.


Entry ii
# C7H8N2OS

A molecular structure, C7H8N2OS (wB97M-V/def2-TZVPD, OMol25).

```
! RIJCOSX wB97M-V def2-TZVPD def2/J DEFGRID3
* xyz 0 1
C 3.506 -0.664 -0.188
C 1.399 -1.560 -0.849
C 1.414 -0.581 0.124
C -0.156 -1.464 -0.761
C -2.331 0.186 0.936
C -0.784 1.624 -0.474
C -0.965 0.687 0.647
N 2.546 -0.079 0.500
N 0.000 -0.601 0.283
O -1.045 -2.115 -1.305
S 2.951 -1.884 -1.334
H 4.482 -0.462 0.147
H -2.823 -0.351 0.102
H -2.253 -0.507 1.765
H -3.155 1.000 1.144
H -0.962 1.103 -1.394
H 0.247 2.154 -0.444
H -1.550 2.465 -0.561
H -0.522 1.050 1.662
*
```

The calculation puts the highest occupied orbital energy at -8.27 eV.


Q: Which of them is the least stable? A: entry ii.


Entry i
# C7H12N2O6

A single C7H12N2O6 molecule (wB97M-V/def2-TZVPD, OMol25).

```
! RIJCOSX wB97M-V def2-TZVPD def2/J DEFGRID3
* xyz 0 1
N -1.843 -2.499 -0.831
C -1.309 -1.188 -0.559
C -2.480 -0.221 -0.568
C -2.049 1.183 -0.351
O -1.554 2.002 -1.136
O -2.192 1.520 0.940
C -0.553 -1.152 0.775
O -1.068 -1.602 1.767
N 0.684 -0.609 0.859
C 1.516 0.178 -0.021
C 1.699 1.611 0.682
O 0.429 2.346 0.688
C 2.869 -0.425 -0.217
O 3.284 -1.308 0.492
O 3.649 0.201 -1.147
H -1.137 -3.151 -1.040
H -2.366 -2.793 -0.046
H -0.630 -1.028 -1.443
H -3.002 -0.355 -1.492
H -3.178 -0.567 0.190
H -1.724 2.372 0.994
H 0.994 -0.660 1.809
H 1.040 0.318 -0.976
H 2.466 2.296 0.234
H 1.983 1.383 1.713
H -0.029 2.371 -0.176
H 4.503 -0.222 -1.140
*
```

Its SMILES is N[C@@H](CC(=O)O)C(=O)N[C@@H](CO)C(=O)O. The calculation puts the highest occupied orbital energy at -9.74 eV.


Entry ii
# C7H12N2O6

A single C7H12N2O6 molecule (wB97M-V/def2-TZVPD, OMol25).

```
! RIJCOSX wB97M-V def2-TZVPD def2/J DEFGRID3
* xyz 0 1
N 2.447 -2.163 0.586
C 1.507 -1.053 0.520
C 2.365 0.248 0.638
C 1.410 1.446 0.500
O 0.606 1.705 1.379
O 1.439 1.971 -0.740
C 0.885 -1.001 -0.858
O 1.565 -1.309 -1.798
N -0.344 -0.370 -1.045
C -1.348 0.029 -0.120
C -2.118 1.287 -0.532
O -1.249 2.421 -0.725
C -2.433 -0.996 0.135
O -2.845 -1.832 -0.643
O -2.745 -0.944 1.424
H 2.077 -3.141 0.554
H 2.897 -2.072 -0.313
H 0.847 -1.001 1.380
H 2.891 0.347 1.559
H 3.118 0.329 -0.134
H 0.490 2.360 -0.898
H -0.455 -0.428 -2.012
H -0.935 0.332 0.754
H -2.947 1.478 0.110
H -2.423 1.037 -1.570
H -1.222 2.812 0.158
H -3.480 -1.490 1.690
*
```

Its SMILES is N[C@@H](CC(=O)O)C(=O)N[C@@H](CO)C(=O)O. The calculation puts the highest occupied orbital energy at -9.71 eV.


Q: Which of them is the least stable? A: entry ii.


Entry i
# C4H8BrClN

A molecular structure, C4H8BrClN (wB97M-V/def2-TZVPD, OMol25).

```
! RIJCOSX wB97M-V def2-TZVPD def2/J DEFGRID3
* xyz 1 1
C 2.493 -1.151 -0.885
C 2.627 -0.905 -2.075
C 0.745 -0.811 2.076
C -0.148 -1.292 0.969
N 0.117 -0.460 -0.321
Cl 2.385 -0.257 -3.540
Br -2.073 -1.302 1.447
H 0.164 -2.409 0.677
H 2.869 -1.665 -0.074
H 0.841 -1.587 2.944
H 1.716 -0.581 1.758
H 0.374 0.028 2.599
H 1.245 -0.624 -0.528
H 0.064 0.571 -0.291
H -0.325 -0.709 -1.170
*
```

The calculation puts the highest occupied orbital energy at -14.39 eV.


Entry ii
# C4H8BrClN

A gas-phase ion, C4H8BrClN (charge +1) (wB97M-V/def2-TZVPD, OMol25).

```
! RIJCOSX wB97M-V def2-TZVPD def2/J DEFGRID3
* xyz 1 1
C -1.463 -0.098 -1.094
C -0.308 0.321 -0.098
N -0.961 -0.104 1.265
Br 0.010 2.206 0.079
C 1.161 -0.497 -0.235
C 2.318 0.127 -0.095
Cl 3.772 -0.690 0.123
H -2.334 0.545 -0.694
H -1.051 0.133 -2.062
H -1.543 -1.210 -0.839
H -0.201 0.155 1.883
H -1.076 -1.105 1.261
H -1.707 0.596 1.268
H 0.915 -1.596 -0.342
H 2.465 1.218 -0.420
*
```

Its SMILES is C[C@]([NH3+])(Br)/C=C/Cl. The calculation puts the highest occupied orbital energy at -13.82 eV.


Q: Which of them is the least stable? A: entry i.


Entry i
# C2H3N5O

A single C2H3N5O molecule (wB97M-V/def2-TZVPD, OMol25).

```
! RIJCOSX wB97M-V def2-TZVPD def2/J DEFGRID3
* xyz 0 1
O 1.151 2.133 0.636
N 1.721 0.932 0.814
C 1.017 -0.093 0.155
C -0.239 -0.228 -0.319
N -1.237 0.593 -0.445
N -2.310 0.046 -0.706
N -2.198 -1.326 -0.722
N -0.783 -1.479 -0.544
H 1.871 2.751 1.132
H 1.516 -0.938 0.480
H -0.509 -2.389 -0.482
*
```

Its SMILES is O/N=C\c1nnn[nH]1. The calculation puts the highest occupied orbital energy at -9.30 eV.


Entry ii
# C2H3N5O

A single C2H3N5O molecule (wB97M-V/def2-TZVPD, OMol25).

```
! RIJCOSX wB97M-V def2-TZVPD def2/J DEFGRID3
* xyz 0 1
H 2.989 0.809 0.502
N 2.523 -0.092 0.430
C 1.398 0.017 0.002
N 0.672 1.213 -0.270
N -0.540 1.155 -0.114
C -1.200 -0.069 -0.006
N -2.565 0.066 0.222
N -0.664 -1.212 -0.014
O 0.728 -1.092 -0.373
H -2.920 0.993 0.056
H -3.060 -0.668 0.676
*
```

Its SMILES is [H]/N=c1\nnc(N)no1. The calculation puts the highest occupied orbital energy at -9.65 eV.


Q: Which of them is the least stable? A: entry i.